Here is a molecular structure, C13H15F5IrNPS2 from the Open Molecules 2025 dataset. Energies are from the ωB97M-V functional and the def2-TZVPD basis.

The value obtained for the molar mass is 567.58 g mol⁻¹. The calculation puts the highest occupied orbital energy (spin up / spin down) at -15.22 / -16.20 eV. As for the net charge: +2. The expectation value of S² is 8.802. The gap between HOMO and LUMO (spin up / spin down) comes out at 9.058 / 5.910 eV. As for the spin multiplicity: 6.

Last column: Löwdin spin population.
Cartesian coordinates (Å):
Ir -0.261 -0.092 0.153  2.272
F 6.055 0.979 -2.485  0.062
C 4.767 0.856 -2.412  0.156
C 4.182 0.534 -1.164  0.030
F 4.955 0.370 -0.118  0.004
C 2.827 0.405 -1.083  0.055
F 2.295 0.094 0.122  0.062
C 1.974 0.580 -2.201  0.151
S 0.287 0.441 -2.190  0.601
C 2.611 0.900 -3.439  0.111
F 1.863 1.067 -4.498  0.036
C 3.978 1.037 -3.547  -0.009
F 4.540 1.333 -4.694  -0.012
C -2.229 4.060 2.049  0.012
C -1.262 3.192 1.237  0.036
P -1.672 1.426 1.352  0.167
C -3.362 1.213 0.708  0.019
C -3.608 -0.141 0.043  0.026
C -1.624 0.970 3.121  0.036
C -1.199 -0.470 3.393  0.030
H -1.930 5.104 1.960  0.002
H -2.214 3.804 3.108  0.000
H -3.252 3.980 1.684  0.000
H -0.234 3.315 1.586  0.002
H -1.283 3.465 0.179  0.001
H -3.536 2.032 0.006  0.000
H -4.044 1.361 1.549  0.002
H -2.865 -0.349 -0.737  0.012
H -4.583 -0.147 -0.441  0.002
H -3.591 -0.956 0.766  0.000
H -2.619 1.158 3.532  0.003
H -0.942 1.674 3.604  0.001
H -1.958 -1.185 3.073  0.000
H -1.032 -0.616 4.459  0.002
H -0.256 -0.714 2.892  0.016
S -0.855 -4.862 0.161  0.678
C -0.674 -3.267 0.139  0.114
N -0.541 -2.103 0.119  0.320